A structure of composition H32O20P in a non-equilibrium geometry, computed with ωB97M-V with the def2-TZVPD basis set.

Values from the calculation:
- E_tot: -1865.4171 hartree
- Total charge: -3
- Energy above the lowest of the compared OMol25 structures with the same formula, charge and spin: 3.654 eV

Positions of all 53 atoms, in Å:
P (-0.21426, -0.02436, -0.07437)
O (-1.24913, 0.53462, -0.92885)
O (-0.52928, 0.28980, 1.48557)
O (1.04384, 0.51507, -0.47503)
O (-0.16749, -1.48505, -0.11743)
O (1.30947, 1.01310, -3.03707)
H (2.19103, 1.40088, -3.12636)
H (1.12768, 0.84845, -2.08131)
O (3.18904, -0.33722, -1.22773)
H (2.31259, 0.09935, -0.85602)
H (3.40601, 0.18926, -2.00040)
O (-1.80266, -3.15230, -0.96301)
H (-1.27667, -2.43892, -0.64701)
H (-1.36435, -3.96903, -0.73630)
O (1.36836, 1.63297, 3.75613)
H (1.40447, 1.05771, 3.01641)
H (0.45688, 1.50481, 4.03596)
O (0.94402, -1.70197, -2.56619)
H (1.50160, -0.93576, -2.54266)
H (0.65006, -1.80059, -1.60803)
O (1.39352, -3.59228, -0.27285)
H (0.88563, -4.38361, -0.12766)
H (0.74825, -2.87245, -0.10834)
O (-0.46303, -2.73671, 1.92050)
H (-0.66592, -1.96569, 2.45508)
H (-0.38857, -2.23109, 1.04695)
O (-3.71946, 0.23795, -0.80968)
H (-3.95434, 1.01189, -1.28393)
H (-2.72035, 0.25978, -0.87953)
O (3.11690, 1.83047, 0.40250)
H (2.18771, 1.71412, 0.09659)
H (3.58094, 1.13747, -0.01433)
O (2.05218, -0.39663, 2.27112)
H (1.17065, -0.08324, 1.99836)
H (2.73677, -0.05086, 1.70597)
O (-0.57124, -0.34543, 3.70983)
H (-1.50152, -0.20725, 3.94111)
H (-0.50200, 0.00681, 2.74761)
O (-2.90259, -0.38330, 1.73901)
H (-3.27398, -0.06199, 0.90626)
H (-1.91026, -0.21640, 1.65036)
O (0.67722, 3.02894, -0.80026)
H (-0.14326, 3.04349, -1.33067)
H (0.81333, 2.07127, -0.68814)
O (-1.32036, 2.51002, 2.02900)
H (-1.10640, 1.58300, 1.80613)
H (-0.45820, 2.92193, 1.91775)
O (-1.64303, 2.63908, -2.15032)
H (-1.28730, 2.44675, -3.02497)
H (-1.51458, 1.76546, -1.67057)
O (-1.47006, -0.56638, -3.14403)
H (-0.80827, -1.25762, -3.05538)
H (-1.33961, -0.09836, -2.28976)

Löwdin population analysis, charges in e, atoms 1 to 6: atom 1 (P): 0.128, atom 2 (O): -0.248, atom 3 (O): -0.349, atom 4 (O): -0.295, atom 5 (O): -0.299, atom 6 (O): -0.072

***

A cluster of 8 separate species, C51H113N5O8 in total in a non-equilibrium geometry, computed with ωB97M-V with the def2-TZVPD basis set.

Values from the calculation:
- E_tot: -2886.1964 hartree
- Total charge: 0
- Energy above the lowest of the compared OMol25 structures with the same formula, charge and spin: 5.953 eV

Positions of all 177 atoms, in Å:
C (10.35223, 34.14424, -6.07193)
C (9.08582, 34.51674, -5.30976)
O (9.49820, 34.59698, -3.99275)
H (11.20847, 34.80344, -5.92906)
H (10.10472, 34.53393, -7.05934)
H (10.62706, 33.09006, -6.10769)
H (8.47768, 33.62351, -5.45262)
H (8.47513, 35.31314, -5.73511)
H (8.82142, 35.06793, -3.50103)
C (4.79766, 35.74847, -3.64798)
C (5.18293, 34.41059, -3.04670)
O (6.36222, 34.64396, -2.30522)
H (4.81499, 36.52773, -2.88604)
H (3.80234, 35.62677, -4.07535)
H (5.61350, 35.94655, -4.34314)
H (5.39694, 33.56598, -3.70164)
H (4.42417, 34.12465, -2.31826)
H (6.63787, 33.77186, -2.01357)
C (6.02642, 32.70749, 0.26257)
C (7.57167, 32.87254, -0.10032)
O (7.87961, 32.44625, -1.37182)
H (5.71335, 31.73593, 0.64489)
H (5.25527, 33.01350, -0.44438)
H (5.81346, 33.35203, 1.11539)
H (8.33365, 32.42140, 0.53525)
H (7.91552, 33.90501, -0.03805)
H (8.81436, 32.37001, -1.57683)
C (2.55585, 40.04596, -5.37778)
C (3.62494, 39.89964, -6.56202)
C (3.26739, 40.73116, -7.83243)
C (3.36237, 42.31820, -7.56722)
C (4.80243, 42.68471, -7.20401)
C (5.37953, 41.79652, -6.02438)
N (5.01752, 40.32849, -6.12740)
O (5.68675, 39.48091, -5.17959)
C (6.90358, 41.84732, -6.28551)
C (5.06782, 42.48481, -4.69212)
C (3.71813, 38.38821, -7.00812)
H (2.96630, 39.41988, -4.58554)
H (1.64759, 39.45564, -5.49902)
H (2.21871, 41.00169, -4.97651)
H (4.02928, 40.38112, -8.52893)
H (2.27834, 40.55965, -8.25723)
H (2.60986, 42.65086, -6.85226)
H (3.31689, 42.69077, -8.59055)
H (4.83794, 43.75212, -6.98614)
H (5.44952, 42.62483, -8.07912)
H (7.42501, 41.27753, -5.51638)
H (7.10112, 41.38545, -7.25286)
H (7.30698, 42.85983, -6.29944)
H (4.02051, 42.45954, -4.39111)
H (5.61316, 41.95476, -3.91126)
H (5.29207, 43.54683, -4.59244)
H (2.78041, 37.98993, -7.39561)
H (3.84168, 37.78511, -6.10861)
H (4.51279, 38.22187, -7.73542)
H (6.49483, 39.19128, -5.60938)
C (-0.25050, 35.72946, -6.65261)
C (-0.48370, 35.45756, -5.13408)
C (-1.43981, 36.44335, -4.40373)
C (-2.85034, 36.20617, -4.74724)
C (-3.21404, 34.77178, -4.42615)
C (-2.38562, 33.71182, -5.18657)
N (-0.96659, 34.07608, -4.95739)
O (-0.06522, 33.02334, -5.26865)
C (-2.63663, 32.36921, -4.50942)
C (-2.87177, 33.62236, -6.71987)
C (0.86013, 35.52346, -4.41403)
H (-1.00047, 35.84257, -7.43546)
H (0.58832, 35.13038, -7.00698)
H (0.31622, 36.65705, -6.73334)
H (-1.36946, 36.33161, -3.32176)
H (-1.20183, 37.49381, -4.57101)
H (-2.84087, 36.28655, -5.83424)
H (-3.41766, 37.07179, -4.40524)
H (-4.27223, 34.66146, -4.66317)
H (-3.29830, 34.67619, -3.34363)
H (-2.28116, 32.29868, -3.48143)
H (-3.64473, 31.96005, -4.44292)
H (-2.05124, 31.65908, -5.09349)
H (-2.65817, 34.53515, -7.27603)
H (-2.35137, 32.83400, -7.26373)
H (-3.95634, 33.54144, -6.79245)
H (0.78572, 35.47286, -3.32775)
H (1.40176, 36.45405, -4.58356)
H (1.57989, 34.78261, -4.76213)
H (0.35682, 32.98557, -4.40722)
C (-0.48747, 29.81830, -3.56569)
C (0.91768, 29.25111, -3.17187)
C (1.14071, 28.07434, -4.16064)
C (2.56750, 27.61831, -4.35541)
C (3.42839, 28.82791, -4.83984)
C (3.32429, 30.01380, -3.90391)
N (1.96811, 30.25256, -3.43268)
O (1.83977, 31.43751, -2.67011)
C (4.34835, 29.81480, -2.78917)
C (3.72378, 31.25455, -4.73247)
C (0.88701, 28.62829, -1.74445)
H (-1.28494, 29.12069, -3.30982)
H (-0.44031, 30.03291, -4.63331)
H (-0.71687, 30.65648, -2.90770)
H (0.53230, 27.20078, -3.92650)
H (0.72580, 28.31617, -5.13915)
H (2.62384, 26.79524, -5.06780)
H (3.09605, 27.28174, -3.46352)
H (3.36406, 29.05804, -5.90333)
H (4.38361, 28.30385, -4.80780)
H (3.99616, 29.05834, -2.08786)
H (5.35743, 29.52026, -3.07743)
H (4.42885, 30.63662, -2.07767)
H (4.59046, 30.96478, -5.32661)
H (2.88177, 31.46504, -5.39189)
H (3.84874, 32.15092, -4.12500)
H (1.77378, 28.00899, -1.60947)
H (-0.05247, 28.08011, -1.81484)
H (0.91105, 29.39423, -0.96931)
H (1.74685, 31.26293, -1.73070)
C (2.71258, 35.36556, 1.00109)
C (1.82341, 34.23177, 1.33856)
C (0.91476, 34.57292, 2.61826)
C (-0.31645, 33.79881, 2.62899)
C (-1.11365, 34.15032, 1.39475)
C (-0.45080, 33.66292, 0.06633)
N (0.99456, 34.13911, 0.13264)
O (1.52734, 33.96907, -1.13811)
C (-0.54700, 32.16821, -0.08069)
C (-1.21570, 34.29059, -1.03440)
C (2.69654, 32.90080, 1.60499)
H (2.21934, 36.30347, 0.74584)
H (3.05790, 35.81111, 1.93401)
H (3.50051, 35.15912, 0.27677)
H (1.49175, 34.47864, 3.53821)
H (0.68783, 35.62808, 2.46586)
H (-0.22631, 32.71452, 2.56351)
H (-0.91491, 33.97738, 3.52232)
H (-1.25391, 35.22598, 1.28801)
H (-2.16636, 33.87715, 1.46752)
H (-0.17279, 31.66313, 0.80979)
H (0.13250, 31.79506, -0.84693)
H (-1.57455, 31.84753, -0.25222)
H (-1.62938, 35.29233, -0.91831)
H (-2.10354, 33.70487, -1.27268)
H (-0.75119, 34.07444, -1.99648)
H (2.04122, 32.03178, 1.54623)
H (3.14826, 32.76911, 0.62178)
H (3.47933, 32.83756, 2.36087)
H (1.32357, 34.84304, -1.47906)
C (12.44245, 38.19596, -1.46359)
C (11.45952, 38.82859, -2.51513)
C (11.61217, 38.03395, -3.80124)
C (10.46590, 38.32637, -4.75734)
C (9.06961, 37.94736, -4.07943)
C (8.83162, 38.73317, -2.74772)
N (10.10760, 38.70238, -1.92498)
O (9.99685, 38.98779, -0.57209)
C (8.43342, 40.15265, -3.02114)
C (7.63818, 38.08555, -1.92178)
C (11.92548, 40.29649, -2.66974)
H (11.96992, 37.33121, -0.99770)
H (13.34130, 37.73080, -1.86831)
H (12.79305, 38.88656, -0.69663)
H (12.51020, 38.33338, -4.34160)
H (11.75610, 36.95752, -3.70807)
H (10.60838, 39.31644, -5.19040)
H (10.66147, 37.75537, -5.66499)
H (8.90536, 36.89479, -3.84874)
H (8.33872, 38.26461, -4.82325)
H (9.19968, 40.81471, -3.42442)
H (8.00376, 40.70056, -2.18252)
H (7.60988, 40.12883, -3.73480)
H (7.81231, 37.01039, -1.87919)
H (6.63111, 38.19095, -2.32525)
H (7.59525, 38.38336, -0.87413)
H (12.76432, 40.43833, -3.35117)
H (11.09589, 40.93616, -2.97090)
H (12.32560, 40.61795, -1.70814)
H (9.56445, 39.84338, -0.62303)

Löwdin population analysis, charges in e, atoms 1 to 6: atom 1 (C): -0.086, atom 2 (C): -0.347, atom 3 (O): -0.076, atom 4 (H): 0.067, atom 5 (H): 0.066, atom 6 (H): 0.077

***

A structure of composition C47H40N4O2P2Re, computed with ωB97M-V with the def2-TZVPD basis set.

Values from the calculation:
- Spin multiplicity: 2
- E_tot: -2944.1380 hartree
- Total charge: +4
- Energy above the lowest of the compared OMol25 structures with the same formula, charge and spin: 0.834 eV

Positions of all 96 atoms, in Å:
Re (-0.40245, -0.84976, 0.63039)
C (-4.47823, -1.70632, -0.86912)
O (-4.29866, -2.04915, 0.55809)
C (-3.13113, -1.71446, 0.91301)
N (-2.32653, -1.10312, 0.02093)
C (-3.14083, -1.03839, -1.26316)
C (-3.37849, 0.33490, -1.83114)
C (-3.91649, 0.39695, -3.11580)
C (-4.22930, 1.62724, -3.67003)
C (-3.99841, 2.79870, -2.95606)
C (-3.47464, 2.73430, -1.67181)
C (-3.17658, 1.49897, -1.10844)
C (-2.61357, -2.09684, 2.23728)
C (-3.25295, -2.76253, 3.27451)
C (-2.47367, -3.17081, 4.35792)
C (-1.09092, -2.96882, 4.34887)
C (-0.54802, -2.29932, 3.26160)
N (-1.31070, -1.84618, 2.27070)
C (0.86026, -2.09174, 2.88642)
N (1.13731, -1.53864, 1.69680)
C (2.62803, -1.60285, 1.52984)
C (3.08172, -2.31118, 2.82737)
O (1.82885, -2.47322, 3.60895)
C (3.05505, -2.35802, 0.29887)
C (2.28318, -3.39839, -0.21783)
C (2.77701, -4.17834, -1.25515)
C (4.05895, -3.94701, -1.74468)
C (4.83173, -2.92222, -1.21613)
C (4.32641, -2.11481, -0.20631)
H (-5.32901, -1.03083, -0.91084)
H (-4.69725, -2.64649, -1.36954)
H (-2.59703, -1.64782, -1.98420)
H (-4.09043, -0.50513, -3.69075)
H (-4.65622, 1.67447, -4.66271)
H (-4.25053, 3.75500, -3.39390)
H (-3.33025, 3.63958, -1.09676)
H (-2.82842, 1.44958, -0.08412)
H (-4.31407, -2.97226, 3.22943)
H (-2.93596, -3.68724, 5.18913)
H (-0.45945, -3.33704, 5.14716)
H (2.99143, -0.57321, 1.51635)
H (3.76411, -1.74122, 3.45188)
H (3.44792, -3.32342, 2.66517)
H (1.31025, -3.63974, 0.20068)
H (2.18282, -4.98931, -1.65324)
H (4.45985, -4.57856, -2.52586)
H (5.83076, -2.74756, -1.59220)
H (4.93385, -1.31254, 0.19533)
N (0.25812, 1.88490, -0.43936)
P (0.67197, 0.41668, -1.22756)
C (2.36068, 0.58289, -1.79833)
C (2.88854, -0.43945, -2.58979)
C (4.10292, -0.25246, -3.22645)
C (4.79625, 0.94319, -3.07628)
C (4.27328, 1.96136, -2.29165)
C (3.05170, 1.78897, -1.65625)
C (-0.26356, 0.17469, -2.72949)
C (-0.55766, 1.24990, -3.57082)
C (-1.02270, 1.00647, -4.85086)
C (-1.18459, -0.30112, -5.29763)
C (-0.88733, -1.37232, -4.46645)
C (-0.42115, -1.13702, -3.18045)
P (-0.18572, 1.48806, 1.11991)
C (1.18464, 1.60705, 2.25705)
C (0.91900, 1.43525, 3.62349)
C (1.94193, 1.58041, 4.54013)
C (3.22656, 1.91426, 4.10593)
C (3.48926, 2.09003, 2.75615)
C (2.47241, 1.92385, 1.82228)
C (-1.52109, 2.44808, 1.77374)
C (-1.42096, 3.83735, 1.63609)
C (-2.38260, 4.64448, 2.22265)
C (-3.42008, 4.07490, 2.95089)
C (-3.50813, 2.69518, 3.09969)
C (-2.55841, 1.87721, 2.51081)
H (0.11672, 2.78979, -0.87714)
H (2.35636, -1.37343, -2.72512)
H (4.50791, -1.03804, -3.84902)
H (5.73975, 1.08739, -3.58450)
H (4.80102, 2.90029, -2.19674)
H (2.63473, 2.61666, -1.09775)
H (-0.41060, 2.27410, -3.24812)
H (-1.24563, 1.83466, -5.50903)
H (-1.53202, -0.48399, -6.30594)
H (-0.99440, -2.38575, -4.82859)
H (-0.14367, -1.97829, -2.54961)
H (-0.08969, 1.24144, 3.97239)
H (1.74122, 1.47612, 5.59739)
H (4.01607, 2.05737, 4.83179)
H (4.48103, 2.37052, 2.42820)
H (2.68441, 2.05651, 0.77082)
H (-0.60019, 4.29920, 1.09796)
H (-2.31728, 5.71941, 2.12110)
H (-4.16290, 4.71227, 3.41143)
H (-4.31714, 2.26551, 3.67371)
H (-2.62828, 0.80028, 2.62242)

Löwdin population analysis, charges in e, atoms 1 to 6: atom 1 (Re): 1.382, atom 2 (C): 0.052, atom 3 (O): 0.162, atom 4 (C): -0.265, atom 5 (N): -0.019, atom 6 (C): -0.189

***

A structure of composition H19O10 in a non-equilibrium geometry, computed with ωB97M-V with the def2-TZVPD basis set.

Values from the calculation:
- E_tot: -763.8099 hartree
- Total charge: -1
- Energy above the lowest of the compared OMol25 structures with the same formula, charge and spin: 2.193 eV

Positions of all 29 atoms, in Å:
O (-0.65713, 2.14627, -0.00546)
H (2.29837, 1.74844, 1.33345)
H (0.23343, 1.33874, -0.31073)
O (-2.41456, -1.29356, -1.18807)
H (-1.77235, -0.89732, -0.56576)
H (-0.01785, 1.01563, 1.42599)
O (1.68681, 1.57501, -3.34934)
H (-2.04688, -2.18319, -1.23490)
H (1.20089, 1.07976, -2.62539)
O (1.09805, 0.55428, -0.55256)
H (-1.80461, -3.42205, 0.78217)
H (-1.30375, 1.71634, -0.57393)
O (-0.94364, -3.77553, 0.52437)
H (1.48930, -0.87843, -2.63155)
H (1.08062, -1.85941, -1.73013)
O (-2.41518, 0.59311, 1.73487)
H (-2.41205, 1.16813, 2.49895)
H (-3.02744, 0.89832, 1.05344)
O (-0.14995, -1.41221, 0.47692)
H (-0.47091, -0.80758, 1.16341)
H (2.80124, 0.62622, 2.13943)
O (3.10309, 1.18297, 1.37518)
H (-0.40748, 2.11208, 2.10838)
H (-0.35500, -3.12916, 1.00217)
O (1.79603, -1.77529, -2.39472)
H (1.26179, 2.28343, -2.80941)
O (0.01721, 1.27667, 2.36208)
H (1.82665, 0.77573, 0.05339)
H (0.30530, -0.65741, -0.06226)

Löwdin population analysis, charges in e, atoms 1 to 6: atom 1 (O): -0.292, atom 2 (H): 0.038, atom 3 (H): -0.035, atom 4 (O): -0.085, atom 5 (H): -0.004, atom 6 (H): -0.032